Entry 1:
The following is a quantum chemistry calculation of the molecule C2H5ClN2S, from OMol25.

## Properties
**Net charge**: 0
**LUMO**: 0.5 eV
**SMILES**: [H]/N=C(/CCl)NS
**Orbital gap**: 0.36991 hartree
**Relative energy (zero: lowest compared OMol25 entry of this formula, charge and spin)**: 13.8 kcal per mole
**Max |F|**: 0.040 Eh/bohr

Geometry (Å):
H  1.53246  1.53763  -0.53535
N  0.50764  1.62322  -0.25096
C  -0.02581  0.52365  0.08210
C  -1.50575  0.47973  0.18417
Cl  -2.06303  -1.19746  -0.18193
N  0.56774  -0.79402  0.13392
S  2.36668  -0.92203  -0.00317
H  -1.96364  0.62797  1.13990
H  -1.93383  1.22842  -0.50427
H  0.17772  -1.28605  0.94216
H  2.33983  -1.82106  -1.00657

***

Entry 2:
The following is a quantum chemistry calculation of an isolated ion of composition C2H5ClN3O and charge +1, from OMol25.

## Properties
**Net charge**: +1
**LUMO**: -4.5 eV
**SMILES**: [H]/N=C(\Cl)NOC=[NH2+]
**Orbital gap**: 0.36447 hartree
**Relative energy (zero: lowest compared OMol25 entry of this formula, charge and spin)**: 29.4 kcal per mole
**Max |F|**: 0.098 Eh/bohr

Geometry (Å):
H  1.39263  -2.42117  -0.41309
N  1.18078  -1.44695  -0.20363
C  1.78471  -0.33486  0.00973
Cl  3.57632  0.17021  -0.03286
N  1.16100  0.83986  -0.00702
O  -0.33011  0.97779  -0.19879
C  -1.20271  0.14380  0.25434
N  -2.40286  0.24166  -0.20070
H  1.54170  1.72916  0.37398
H  -0.89086  -0.53900  1.06875
H  -3.11167  -0.33733  0.23093
H  -2.69894  0.97682  -0.88162

***

Entry 3:
The following is a quantum chemistry calculation of the molecule C2H5ClNOP, from OMol25.

## Properties
**⟨S²⟩**: 2.006
**Net charge**: 0
**LUMO (spin up / spin down)**: 0.5 / -2.6 eV
**Spin multiplicity**: 3
**Orbital gap (spin up / spin down)**: 0.28384 / 0.26549 hartree
**Relative energy (zero: lowest compared OMol25 entry of this formula, charge and spin)**: 56.1 kcal per mole
**Max |F|**: 0.059 Eh/bohr

Geometry (Å):
C  -0.08430  -0.75383  -0.47111
C  0.00682  0.65404  -1.01453
N  -0.85715  1.56494  -1.12147
O  1.13915  -1.27763  -0.03063
P  1.95435  -1.05394  1.39919
Cl  -2.76045  1.47275  -0.32410
H  -0.79867  -0.81368  0.41771
H  -0.53292  -1.33895  -1.32924
H  -1.00591  2.52237  -1.47982
H  2.17594  0.25229  1.74605
H  0.76317  -1.22836  2.20796

***

Entry 4:
The following is a quantum chemistry calculation of C2H5F2N as an isolated structure, from OMol25.

## Properties
**Net charge**: 0
**LUMO**: 0.7 eV
**Orbital gap**: 0.39080 hartree
**Relative energy (zero: lowest compared OMol25 entry of this formula, charge and spin)**: 61.2 kcal per mole
**Max |F|**: 0.104 Eh/bohr

Geometry (Å):
C  0.92143  -0.29985  -0.05100
C  -0.49448  -0.02754  0.41002
H  2.09943  -1.90466  -1.08396
H  1.43578  -0.47337  -2.23350
H  1.16979  0.80851  -0.13313
H  1.63997  -0.60184  0.79737
H  -1.04759  -0.89968  0.50369
N  1.12554  -1.19786  -1.22273
F  -0.55607  0.77594  1.42176
F  -1.19259  0.71521  -0.47126

***

Entry 5:
The following is a quantum chemistry calculation of C2H5F3GaIO4P as an isolated structure, from OMol25.

## Properties
**Net charge**: -1
**LUMO**: 2.8 eV
**Orbital gap**: 0.30880 hartree
**Max |F|**: 0.065 Eh/bohr

Geometry (Å):
O  -1.46278  3.13864  1.73108
P  -1.08973  1.68259  1.41274
O  -0.70783  0.87559  2.86566
O  -2.44959  0.90825  0.69925
Ga  0.76915  1.47195  -0.00717
I  1.28482  3.58199  -1.45176
C  0.42838  -0.25528  -1.14207
O  0.53508  -1.36468  -0.19550
C  0.82791  -2.56147  -0.82243
F  2.00664  -2.56874  -1.55441
F  1.01213  -3.51055  0.20560
F  -0.21052  -3.06390  -1.60725
H  -1.09650  -0.02475  2.85534
H  -2.42218  1.02972  -0.26958
H  2.07919  1.13748  0.87590
H  -0.63214  -0.14854  -1.56737
H  1.12796  -0.32830  -2.02804

***

Entry 6:
The following is a quantum chemistry calculation of the molecule C2H5FN2, from OMol25.

## Properties
**Net charge**: 0
**LUMO (spin up / spin down)**: 0.4 / 0.4 eV
**SMILES**: CC/N=N\F
**Orbital gap (spin up / spin down)**: 0.39449 / 0.39451 hartree
**Relative energy (zero: lowest compared OMol25 entry of this formula, charge and spin)**: 71.7 kcal per mole
**Max |F|**: 0.048 Eh/bohr

Geometry (Å):
C  0.18900  -0.29436  -0.85275
C  -0.84045  -0.15176  0.28908
N  -1.44471  -1.31828  0.92731
N  -2.13065  -2.22297  0.64059
F  -2.39892  -2.70006  -0.82670
H  0.51606  -1.35045  -1.01376
H  -0.18132  -0.04685  -1.79592
H  1.16640  0.31758  -0.78609
H  -1.57561  0.58435  0.11399
H  -0.50030  0.35235  1.16415